{
  "formula": "C31H38N7O2PReS",
  "method": "ωB97M-V/def2-TZVPD",
  "lumo_energy_ev": [-5.6251, -6.3268],
  "spin_multiplicity": 2,
  "mol_weight_g_mol": 789.94,
  "orbital_gap_ev": [7.0, 6.5],
  "e_above_lowest_kcal_mol": 10.4,
  "total_charge": 2,
  "symbols": ["Re", "C", "N", "C", "C", "S", "N", "C", "C", "H", "H", "H", "H", "H", "H", "H", "H", "H", "H", "H", "H", "N", "C", "P", "O", "O", "C", "N", "H", "H", "H", "H", "H", "H", "H", "H", "H", "H", "C", "C", "C", "C", "C", "C", "H", "H", "H", "H", "H", "N", "C", "C", "C", "N", "C", "N", "C", "C", "C", "C", "C", "C", "C", "C", "C", "C", "C", "C", "C", "C", "H", "H", "H", "H", "H", "H", "H", "H", "H", "H", "H"],
  "coordinates": [[0.6394, -0.0449, 0.9662], [1.8244, 2.0158, -3.7938], [2.5680, 1.5681, -2.6149], [3.2358, 2.6320, -1.8715], [2.5522, 0.2928, -2.2154], [2.6774, -0.1866, -0.5234], [2.5603, -0.6708, -3.1260], [2.2739, -2.0743, -2.8314], [3.0932, -0.4556, -4.4768], [1.2014, 2.8593, -3.4908], [1.1796, 1.2199, -4.1546], [2.4890, 2.3443, -4.5932], [3.7233, 3.2769, -2.6031], [3.9940, 2.2097, -1.2183], [2.5349, 3.2289, -1.2946], [1.6738, -2.1579, -1.9330], [3.2084, -2.6218, -2.7046], [1.7245, -2.4886, -3.6759], [3.7059, 0.4403, -4.5003], [2.2943, -0.3784, -5.2141], [3.7131, -1.3151, -4.7249], [-2.5611, 3.1383, 3.5888], [-1.8900, 2.2471, 2.5778], [-1.4572, 0.6922, 3.4556], [-1.5254, 1.0047, 4.9069], [-0.1585, 0.1158, 2.8710], [-2.6940, -0.6536, 3.2482], [-2.3115, -1.6269, 4.3347], [-3.5629, 3.2194, 3.3811], [-2.1550, 4.0742, 3.6158], [-2.4412, 2.6998, 4.5204], [-0.9839, 2.7100, 2.1859], [-2.5994, 2.0997, 1.7761], [-2.6780, -1.1688, 2.2916], [-3.6999, -0.2938, 3.4608], [-1.3886, -2.0349, 4.1530], [-2.9883, -2.3889, 4.4175], [-2.2591, -1.1222, 5.2304], [0.5608, 4.6922, 0.2558], [-0.2551, 3.9555, -0.6038], [-0.2077, 2.5697, -0.6027], [0.6858, 1.8993, 0.2388], [1.5490, 2.6416, 1.0433], [1.4579, 4.0341, 1.0814], [0.5168, 5.7731, 0.2539], [-0.9387, 4.4679, -1.2693], [-0.8699, 2.0168, -1.2562], [2.3220, 2.1516, 1.6311], [2.1256, 4.5963, 1.7216], [-1.2711, 0.1565, 0.3885], [-2.4240, 0.2096, 0.2439], [-3.7871, 0.2754, 0.0707], [-4.3904, 1.2543, 0.9020], [-4.7572, 1.9967, 1.7104], [-4.5078, -0.6459, -0.7325], [-5.0875, -1.4059, -1.3717], [-2.3108, -1.5423, -4.0412], [-1.3976, -0.6562, -3.4814], [-0.6772, -1.0125, -2.3530], [-0.8655, -2.2606, -1.7521], [-1.7697, -3.1484, -2.3425], [-2.4921, -2.7919, -3.4688], [-0.1361, -2.7115, -0.5624], [0.5179, -1.9928, 0.3643], [1.2424, -2.5709, 1.5179], [0.9783, -3.8521, 2.0351], [1.6476, -4.3139, 3.1477], [2.5600, -3.4987, 3.8196], [2.8023, -2.2228, 3.3598], [2.1587, -1.7749, 2.2040], [-2.8787, -1.2597, -4.9170], [-1.2502, 0.3187, -3.9305], [0.0296, -0.3119, -1.9258], [-1.9130, -4.1288, -1.9037], [-3.2058, -3.4838, -3.8932], [-0.0820, -3.7961, -0.4787], [0.2547, -4.4875, 1.5417], [1.4656, -5.3198, 3.5028], [3.0818, -3.8687, 4.6913], [3.5101, -1.5816, 3.8670], [2.4957, -0.7763, 1.8728]],
  "forces_ev_per_a": [[0.52, 0.09, -0.11], [0.00, 0.07, 0.08], [-0.23, -0.01, 0.04], [0.07, -0.02, -0.04], [0.06, 0.06, 0.10], [-0.03, -0.19, -0.01], [0.11, -0.01, -0.13], [0.01, 0.01, 0.05], [-0.04, -0.03, 0.04], [0.02, 0.00, 0.00], [-0.02, 0.02, 0.01], [-0.02, -0.01, -0.01], [0.04, 0.00, 0.02], [-0.06, 0.02, 0.04], [-0.09, 0.02, 0.01], [0.20, -0.02, -0.12], [0.02, 0.00, 0.00], [-0.03, 0.00, 0.01], [0.01, -0.03, -0.01], [0.02, -0.02, -0.02], [0.00, 0.00, 0.01], [0.07, 0.04, 0.03], [-0.16, -0.09, 0.24], [0.46, 0.04, -0.28], [0.00, -0.04, 0.10], [-0.26, 0.21, 0.05], [-0.10, 0.01, -0.02], [-0.16, -0.09, 0.01], [-0.09, -0.07, -0.14], [-0.04, -0.02, -0.05], [0.08, 0.06, 0.03], [0.05, 0.02, 0.12], [0.25, 0.14, -0.04], [0.07, -0.02, 0.04], [-0.03, -0.02, -0.02], [-0.01, 0.01, 0.00], [0.02, 0.02, 0.00], [0.08, 0.05, -0.02], [-0.02, -0.03, -0.02], [0.06, 0.03, 0.01], [0.19, 0.08, -0.02], [-0.37, -0.20, -0.05], [-0.03, -0.07, 0.08], [0.01, 0.01, 0.04], [-0.01, 0.00, 0.00], [-0.01, 0.01, 0.00], [-0.02, -0.04, -0.01], [0.00, 0.01, 0.02], [0.00, 0.00, 0.00], [0.13, -0.20, 0.32], [0.10, -0.36, -0.73], [0.07, 0.41, 0.35], [-0.49, -0.39, 0.09], [0.10, 0.11, -0.07], [0.04, 0.06, -0.01], [0.02, -0.06, -0.04], [-0.01, 0.00, 0.02], [0.04, 0.00, 0.04], [-0.17, 0.10, 0.04], [-0.11, -0.01, 0.04], [0.04, -0.01, 0.02], [-0.04, 0.02, 0.01], [0.09, -0.02, 0.00], [-0.29, 0.23, -0.09], [-0.24, -0.21, -0.16], [-0.10, 0.14, 0.02], [0.00, -0.03, 0.05], [0.01, -0.04, 0.04], [-0.04, 0.16, -0.04], [0.11, 0.10, 0.26], [0.00, 0.01, -0.01], [0.00, 0.01, -0.01], [0.01, -0.01, 0.02], [0.00, 0.00, 0.00], [0.00, -0.02, -0.01], [-0.01, 0.00, 0.04], [0.01, 0.00, -0.02], [0.00, -0.01, 0.00], [0.00, -0.01, 0.00], [0.00, 0.01, -0.01], [0.09, 0.03, -0.23]]
}



{
  "formula": "C31H39AsGeN2OSSi2Sn",
  "method": "ωB97M-V/def2-TZVPD",
  "lumo_energy_ev": 4.3164,
  "mol_weight_g_mol": 810.15,
  "orbital_gap_ev": 4.9,
  "e_above_lowest_kcal_mol": 0.0,
  "total_charge": -2,
  "symbols": ["Sn", "C", "Si", "C", "C", "As", "Si", "C", "C", "C", "H", "H", "H", "H", "H", "H", "H", "H", "H", "H", "H", "H", "H", "H", "H", "H", "H", "H", "C", "Ge", "C", "C", "C", "C", "C", "C", "C", "C", "C", "C", "C", "C", "C", "C", "C", "C", "C", "C", "H", "H", "H", "H", "H", "H", "H", "H", "H", "H", "H", "H", "H", "H", "H", "H", "O", "C", "N", "S", "C", "N", "C", "C", "C", "C", "H", "H", "H", "H", "H"],
  "coordinates": [[0.2957, 0.8355, 0.8983], [5.3497, -2.1322, 2.0986], [4.1119, -0.7150, 1.8471], [5.1630, 0.8273, 1.5723], [3.2559, -0.4850, 3.5128], [2.5150, -1.2348, 0.2565], [3.4483, -0.2786, -1.6273], [2.3105, -0.6657, -3.0778], [3.6524, 1.5949, -1.6014], [5.1497, -1.0125, -2.0462], [6.0143, -1.9344, 2.9484], [5.9627, -2.2745, 1.2039], [4.8188, -3.0699, 2.2802], [5.8247, 0.9862, 2.4311], [4.5220, 1.7029, 1.4572], [5.7825, 0.7400, 0.6758], [3.9873, -0.3170, 4.3112], [2.6507, -1.3564, 3.7825], [2.5850, 0.3758, 3.4642], [1.3443, -0.1788, -2.9099], [2.1317, -1.7383, -3.1883], [2.7370, -0.2804, -4.0110], [2.8005, 2.0568, -1.0954], [3.6971, 1.9747, -2.6283], [4.5601, 1.9017, -1.0789], [5.0708, -2.0896, -2.2122], [5.8607, -0.8542, -1.2299], [5.5606, -0.5462, -2.9504], [-0.1430, 1.5799, -0.9691], [-1.7417, 1.1070, -1.7949], [-2.0427, -0.8633, -1.8085], [-0.9994, -1.7044, -1.4269], [-1.1501, -3.0880, -1.3966], [-2.3595, -3.6574, -1.7670], [-3.4071, -2.8376, -2.1698], [-3.2474, -1.4590, -2.1854], [-3.4858, 1.7478, -1.0442], [-4.1554, 1.0038, -0.0701], [-5.3144, 1.4780, 0.5330], [-5.8355, 2.7132, 0.1707], [-5.1819, 3.4723, -0.7919], [-4.0205, 2.9915, -1.3841], [-1.8356, 1.6983, -3.6866], [-0.6578, 2.0362, -4.3530], [-0.6671, 2.4162, -5.6902], [-1.8648, 2.4638, -6.3914], [-3.0487, 2.1308, -5.7456], [-3.0285, 1.7543, -4.4080], [0.3888, 2.4339, -1.3873], [-0.0430, -1.2673, -1.1577], [-0.3147, -3.7051, -1.0825], [-2.4924, -4.7326, -1.7314], [-4.3587, -3.2750, -2.4509], [-4.0872, -0.8348, -2.4772], [-3.7689, 0.0369, 0.2366], [-5.8058, 0.8789, 1.2917], [-6.7401, 3.0852, 0.6394], [-5.5748, 4.4427, -1.0768], [-3.5174, 3.6028, -2.1279], [0.2804, 1.9940, -3.8076], [0.2629, 2.6728, -6.1854], [-1.8756, 2.7575, -7.4352], [-3.9894, 2.1652, -6.2850], [-3.9634, 1.5059, -3.9150], [2.6104, 4.3007, 2.4072], [2.2204, 3.2715, 1.9316], [1.8786, 2.2394, 1.4572], [-3.8634, -2.6505, 1.6180], [-2.4358, -3.1147, 2.3391], [-1.2622, -2.4904, 2.0199], [-0.0515, -2.7761, 2.5394], [0.0862, -3.7672, 3.4617], [-1.0829, -4.4593, 3.8506], [-2.2957, -4.1497, 3.3163], [-1.3342, -1.7135, 1.3632], [0.7658, -2.1814, 2.1511], [1.0591, -3.9951, 3.8690], [-1.0136, -5.2493, 4.5908], [-3.1995, -4.6663, 3.6051]],
  "forces_ev_per_a": [[0.19, -0.16, 0.00], [0.04, -0.02, -0.01], [-0.07, 0.02, -0.08], [-0.01, 0.01, -0.03], [-0.06, -0.01, 0.05], [0.01, -0.02, 0.06], [-0.05, -0.02, 0.03], [-0.03, 0.00, 0.01], [-0.05, 0.01, 0.02], [0.03, 0.05, -0.02], [0.00, -0.01, -0.02], [-0.01, 0.01, 0.01], [0.00, 0.00, 0.02], [0.00, 0.00, -0.01], [0.00, -0.02, 0.01], [0.01, -0.02, 0.02], [-0.02, 0.00, 0.00], [0.04, -0.01, -0.01], [0.03, 0.01, 0.00], [0.02, 0.02, 0.01], [0.03, 0.01, 0.01], [-0.03, -0.02, -0.01], [0.05, -0.03, -0.05], [0.02, 0.01, 0.01], [0.02, 0.01, 0.01], [-0.01, 0.01, 0.00], [-0.02, 0.01, -0.01], [0.00, -0.03, 0.02], [0.00, 0.08, -0.02], [-0.15, -0.06, 0.01], [0.07, 0.04, 0.03], [0.02, -0.01, -0.03], [-0.01, 0.04, -0.02], [0.03, 0.02, 0.01], [0.02, 0.03, -0.01], [-0.03, 0.00, -0.01], [0.02, 0.01, 0.01], [0.01, 0.03, 0.00], [-0.01, 0.01, 0.01], [0.01, 0.00, -0.01], [0.00, -0.01, 0.01], [0.00, 0.00, -0.02], [0.03, 0.01, -0.04], [0.02, 0.01, -0.02], [-0.01, -0.01, 0.02], [0.00, 0.00, 0.00], [0.01, 0.00, 0.00], [0.00, -0.01, -0.01], [0.00, -0.05, 0.00], [0.03, -0.02, 0.01], [-0.02, -0.01, 0.00], [0.00, -0.01, 0.00], [0.00, 0.00, 0.01], [0.01, 0.00, 0.01], [-0.01, -0.01, -0.01], [0.00, 0.00, -0.01], [0.00, 0.00, 0.00], [0.00, 0.00, 0.00], [0.00, -0.01, 0.00], [-0.02, 0.00, 0.00], [0.00, 0.00, 0.00], [0.00, 0.00, 0.00], [0.00, 0.00, 0.00], [0.01, 0.00, 0.00], [-0.03, -0.10, -0.03], [0.00, -0.01, 0.00], [-0.03, 0.19, 0.06], [-0.27, 0.00, -0.01], [0.22, -0.09, 0.17], [-0.15, 0.09, 0.00], [0.08, 0.00, -0.04], [-0.09, 0.01, -0.02], [0.14, -0.02, 0.06], [-0.12, 0.05, -0.13], [0.11, -0.03, 0.01], [0.01, 0.05, 0.01], [0.00, -0.02, 0.00], [-0.01, 0.00, -0.01], [0.02, -0.01, 0.02]]
}



{
  "formula": "C31H39BMnN12O2P",
  "method": "ωB97M-V/def2-TZVPD",
  "lumo_energy_ev": [-9.5651, -9.6185],
  "spin_multiplicity": 6,
  "mol_weight_g_mol": 708.46,
  "orbital_gap_ev": [6.1, 6.9],
  "e_above_lowest_kcal_mol": 10.2,
  "total_charge": 3,
  "symbols": ["Mn", "C", "C", "N", "N", "C", "B", "N", "C", "C", "C", "N", "N", "C", "C", "C", "N", "N", "C", "C", "C", "N", "H", "H", "H", "H", "H", "H", "H", "H", "H", "H", "H", "H", "N", "C", "C", "C", "C", "N", "C", "N", "N", "C", "O", "O", "H", "H", "H", "H", "H", "H", "H", "H", "H", "H", "H", "H", "H", "H", "C", "P", "C", "C", "C", "C", "C", "C", "C", "C", "C", "C", "C", "C", "H", "H", "H", "H", "H", "H", "H", "H", "H", "H", "H", "H", "H"],
  "coordinates": [[0.0076, 0.8008, 0.2973], [2.1362, 3.4583, -2.1307], [1.2648, 2.3895, -2.0098], [0.8624, 2.2684, -0.7365], [1.4700, 3.2552, -0.0231], [2.2496, 3.9670, -0.8487], [1.3761, 3.1706, 1.5318], [-0.1335, 3.0508, 1.9055], [-0.8250, 3.8193, 2.7622], [-2.1533, 3.4372, 2.7354], [-2.2054, 2.3991, 1.8165], [-0.9923, 2.1770, 1.3137], [2.1604, 1.8499, 1.8780], [3.3595, 1.6568, 2.4507], [3.7308, 0.3316, 2.2751], [2.6914, -0.2334, 1.5449], [1.7577, 0.6894, 1.3040], [1.9597, 4.3384, 2.2559], [1.9080, 5.6608, 1.9305], [2.2860, 6.3848, 3.0277], [2.5398, 5.4138, 4.0126], [2.3278, 4.1891, 3.5621], [2.6216, 3.8168, -3.0214], [0.9179, 1.7067, -2.7696], [2.8484, 4.7835, -0.4817], [-0.3336, 4.6026, 3.3168], [-2.9676, 3.8678, 3.2911], [-3.0424, 1.8007, 1.4957], [3.8676, 2.4738, 2.9355], [4.6434, -0.1403, 2.5967], [2.5727, -1.2422, 1.1807], [1.5842, 5.9955, 0.9590], [2.3745, 7.4539, 3.1088], [2.8766, 5.5687, 5.0264], [-1.1324, 0.1315, 3.7336], [-0.3183, -1.0150, 3.3317], [-0.2203, -2.1496, 4.3414], [0.3778, -1.7344, 5.6863], [1.7951, -1.1591, 5.6068], [1.8477, 0.2908, 5.3486], [1.6415, 1.2257, 6.2816], [1.2997, 0.8810, 7.5169], [1.7475, 2.5163, 5.9562], [-0.8810, -1.5062, 1.9959], [-1.5057, -2.5211, 1.8611], [-0.6441, -0.7315, 0.9206], [-0.7093, 0.6108, 4.5188], [-2.0530, -0.1755, 4.0329], [0.6784, -0.6257, 3.1207], [0.3842, -2.9527, 3.9091], [-1.2137, -2.5736, 4.5020], [0.4052, -2.6233, 6.3185], [-0.2764, -1.0250, 6.2006], [2.3587, -1.6312, 4.8010], [2.3598, -1.3791, 6.5163], [2.3260, 0.6019, 4.5154], [1.3279, -0.0773, 7.8210], [1.0420, 1.5726, 8.2017], [1.9516, 2.8296, 5.0054], [1.7669, 3.2233, 6.6686], [-3.0694, -3.9619, -0.5606], [-1.9820, -2.9003, -1.5262], [-2.5147, -1.1908, -1.5052], [-3.7721, -0.8645, -1.0163], [-4.1858, 0.4662, -0.9798], [-3.3437, 1.4675, -1.4183], [-2.0716, 1.1490, -1.9046], [-1.6476, -0.1723, -1.9430], [-1.7075, -3.5244, -3.1415], [-1.7698, -2.7116, -4.2886], [-1.5491, -3.2681, -5.5301], [-1.2400, -4.6229, -5.6446], [-1.1539, -5.4307, -4.5135], [-1.3767, -4.8896, -3.2656], [-3.1800, -3.5314, 0.4320], [-2.6251, -4.9509, -0.4633], [-4.0267, -4.0589, -1.0767], [-4.4528, -1.6342, -0.6773], [-5.1799, 0.7047, -0.6252], [-3.6699, 2.4990, -1.4058], [-1.4423, 1.9385, -2.2920], [-0.6701, -0.4408, -2.3540], [-2.0381, -1.6663, -4.2082], [-1.6286, -2.6566, -6.4183], [-1.0695, -5.0519, -6.6230], [-0.9136, -6.4802, -4.6123], [-1.2976, -5.5209, -2.3893]],
  "forces_ev_per_a": [[-0.12, 0.04, -0.13], [0.02, 0.03, -0.01], [0.00, -0.04, 0.03], [0.02, 0.04, 0.03], [-0.03, -0.06, 0.00], [0.01, -0.01, 0.02], [0.00, -0.06, -0.04], [0.02, -0.06, 0.04], [0.00, 0.03, 0.00], [0.01, 0.05, -0.01], [0.00, -0.06, -0.01], [0.01, 0.15, 0.06], [0.00, 0.02, -0.01], [0.04, -0.01, -0.01], [-0.02, 0.05, 0.03], [-0.02, -0.01, -0.04], [0.08, -0.03, 0.04], [0.04, 0.08, -0.07], [-0.02, -0.04, 0.09], [0.01, -0.02, -0.01], [0.01, 0.07, 0.04], [-0.05, 0.03, -0.07], [-0.01, 0.00, 0.00], [-0.01, 0.01, 0.00], [0.00, 0.00, -0.01], [-0.02, -0.01, 0.02], [0.00, 0.00, 0.00], [0.01, 0.01, 0.02], [0.01, -0.03, 0.00], [0.00, 0.00, 0.00], [0.00, 0.01, 0.00], [0.01, 0.00, -0.01], [0.01, -0.01, 0.01], [0.00, 0.00, -0.01], [-0.02, -0.03, -0.03], [-0.12, 0.15, -0.02], [-0.03, -0.07, -0.03], [0.00, -0.05, -0.04], [0.04, -0.01, 0.05], [0.00, -0.01, 0.06], [0.07, 0.30, -0.11], [-0.05, -0.11, 0.14], [-0.01, -0.33, -0.14], [0.12, 0.05, 0.08], [-0.03, -0.03, -0.02], [-0.09, -0.09, -0.01], [0.00, 0.01, -0.02], [0.00, 0.00, 0.02], [0.03, -0.01, -0.02], [0.00, -0.01, 0.04], [0.01, 0.01, 0.00], [0.04, 0.02, 0.02], [-0.03, -0.01, -0.03], [-0.02, 0.02, -0.01], [-0.01, 0.03, 0.01], [0.01, -0.02, -0.04], [-0.02, 0.02, 0.00], [0.05, 0.02, -0.01], [0.02, 0.07, -0.03], [-0.06, 0.02, 0.16], [0.01, 0.07, -0.03], [-0.10, -0.04, 0.04], [0.03, -0.08, -0.02], [-0.01, 0.02, 0.02], [-0.05, -0.04, 0.02], [0.06, 0.02, -0.01], [0.13, -0.03, 0.01], [0.10, -0.10, -0.02], [0.09, -0.06, -0.09], [-0.03, 0.05, 0.06], [0.02, -0.06, -0.04], [-0.01, 0.03, 0.02], [-0.01, 0.01, -0.03], [0.00, 0.03, 0.04], [-0.02, -0.02, 0.01], [0.04, 0.00, -0.02], [-0.02, 0.01, 0.03], [0.01, -0.01, 0.00], [0.00, 0.00, 0.00], [0.00, 0.01, -0.02], [0.01, 0.02, -0.02], [-0.19, 0.09, 0.00], [0.01, -0.01, 0.00], [0.00, 0.00, 0.00], [0.00, 0.00, 0.00], [0.00, 0.00, 0.00], [0.00, 0.01, 0.00]]
}



What is the formula in the third record? C31H39BMnN12O2P